{
  "formula": "C10H13BrN3S",
  "method": "wB97M-V/def2-TZVPD",
  "lumo_energy_ev": -3.43,
  "e_homo_ev": -11.65,
  "e_tot_ev": -95918.5982,
  "e_above_lowest_kcal_mol": 22.7,
  "homo_lumo_gap_ev": 8.22,
  "charge": 1,
  "multiplicity": 1,
  "species": ["C", "C", "C", "C", "C", "C", "C", "C", "C", "C", "N", "N", "N", "S", "Br", "H", "H", "H", "H", "H", "H", "H", "H", "H", "H", "H", "H", "H"],
  "positions_angstrom": [[0.682694, -1.115476, -2.709104], [0.922816, 1.153397, -1.927385], [1.370880, -0.822551, -3.910342], [1.846504, 1.413757, -2.965205], [0.509037, -0.154557, -1.736556], [2.074441, 0.433308, -4.000918], [-1.581763, -2.971518, 0.183550], [-0.325322, -0.563797, -0.587019], [0.682543, 1.568374, 2.326460], [0.297197, 0.164603, 1.707479], [-0.291676, -2.991707, 0.330758], [0.563430, -2.210315, 0.197609], [-0.381796, 0.436134, 0.452975], [-1.878135, -1.334258, -0.996802], [3.124249, 0.795205, -5.489428], [0.407994, -2.171456, -2.617663], [0.750712, 1.968564, -1.207120], [1.455771, -1.482324, -4.753274], [2.418391, 2.351614, -3.094567], [-1.961097, -3.808493, -0.352401], [-2.182689, -2.839819, 1.112382], [1.772169, 1.725003, 2.111196], [-0.098537, 2.248269, 2.001289], [0.478143, 1.520120, 3.485670], [-0.426391, -0.408534, 2.295784], [1.088720, -0.471806, 1.498683], [0.075708, 1.280492, 0.039058], [-1.277627, 0.749722, 0.784626]],
  "atomic_forces_ev_per_a": [[1.60, -0.75, -2.44], [2.20, 0.37, -0.58], [0.87, 2.20, 1.22], [0.28, -0.70, -1.61], [-1.09, -0.18, 0.31], [-2.26, -0.46, 2.13], [-4.63, 1.68, -0.66], [-1.74, -2.71, -0.71], [-0.28, -2.48, 2.36], [-0.51, 1.29, 2.07], [4.35, -0.15, 1.21], [-0.40, 0.82, -0.45], [0.74, 1.98, -0.52], [0.75, 0.09, 1.16], [0.21, 0.14, -0.09], [-0.40, 0.63, 0.33], [0.11, -0.25, -0.53], [-0.04, -0.51, 0.09], [-0.78, -0.43, 0.40], [-0.29, -0.61, -0.58], [0.79, -0.10, -0.46], [-1.33, 0.65, 0.14], [0.59, 0.75, -0.34], [0.88, 0.06, -2.21], [0.23, 0.18, 0.22], [1.78, -0.82, -0.11], [-0.48, -0.57, 0.47], [-1.14, -0.10, -0.83]],
  "lowdin_charge": [-0.061, -0.031, -0.063, -0.073, -0.288, -0.689, -0.317, -0.586, -0.025, -0.186, -0.098, 0.214, -0.009, 0.940, 0.815, 0.115, 0.115, 0.099, 0.113, 0.088, 0.121, 0.104, 0.070, 0.126, 0.136, 0.083, 0.126, 0.164]
}